# C64H144F20K2N18O40S20

A molecular structure, C64H144F20K2N18O40S20 (wB97M-V/def2-TZVPD, OMol25).

LUMO level = -1.482 eV
spin multiplicity = 1
HOMO = -8.29 eV
total energy = -481097.6729 eV
HOMO-LUMO gap = 6.81 eV

Last column: Mulliken charge in e.
CARTESIAN COORDINATES (ANGSTROEM)
K1 -14.389900 21.411821 -12.524973  1.151
K2 -11.568063 15.974897 -4.908885  0.901
S1 -18.623475 14.654426 -9.100146  0.889
S2 -14.246696 28.016601 -5.044130  0.726
S3 -16.806410 23.317103 -13.832535  0.935
S4 -17.137893 23.243619 -4.125122  -0.149
S5 -13.778711 13.295532 -4.159816  1.067
S6 -17.500308 21.664035 -2.446933  0.338
S7 -12.270923 17.871502 -7.745980  0.132
S8 -17.608248 16.979516 0.575079  1.144
S9 -19.536547 18.083854 -0.647009  0.698
S10 -12.617768 12.879966 -2.264017  0.897
S11 -18.237829 22.407841 -12.019124  0.801
S12 -24.249392 20.183527 -6.713264  0.492
S13 -14.683376 17.930872 -12.190895  0.957
S14 -11.028933 22.209202 -10.984674  0.806
S15 -10.104514 17.507570 -8.322994  0.817
S16 -16.417081 14.994806 -8.283288  0.812
S17 -16.588613 18.267576 -13.351724  0.829
S18 -22.038464 19.506858 -6.664348  -0.136
S19 -14.023907 30.103897 -6.193637  0.671
S20 -11.737765 24.107006 -12.102490  0.653
F1 -15.960316 23.889813 -4.887830  -0.212
F2 -17.222377 20.128948 -2.272832  -0.100
F3 -20.865415 17.282715 -0.580570  -0.298
F4 -13.422743 13.614776 -5.709512  -0.358
F5 -13.071410 18.268426 -12.293452  -0.397
F6 -16.937555 19.692579 -14.107804  -0.232
F7 -15.262181 23.265853 -14.338618  -0.345
F8 -12.691830 24.611630 -13.328234  -0.333
F9 -13.489253 16.786205 -7.457268  -0.111
F10 -11.257291 13.306089 -1.575629  -0.291
F11 -11.351684 20.589543 -10.832976  -0.257
F12 -20.930817 18.931589 -7.653708  -0.149
F13 -12.884796 31.057579 -6.739576  -0.313
F14 -19.449825 13.458430 -9.731450  -0.396
F15 -13.157985 27.063987 -4.306872  -0.344
F16 -15.560059 13.854742 -7.547715  -0.414
F17 -18.549181 23.578522 -10.974173  -0.192
F18 -25.330879 19.860776 -7.900686  -0.355
F19 -17.302623 16.905905 2.173753  -0.405
F20 -8.908941 16.646975 -7.626710  -0.364
O1 -10.463115 24.651950 -12.591773  -0.665
O2 -18.524987 15.579901 -10.197165  -0.447
O3 -14.673825 29.796316 -7.504113  -0.477
O4 -17.057536 24.670759 -14.253879  -0.715
O5 -19.994530 19.493711 -0.650237  -0.467
O6 -14.715590 16.458564 -12.250749  -0.615
O7 -12.396888 18.672286 -6.479539  -0.398
O8 -14.969162 18.639151 -10.866241  -0.130
O9 -12.432713 11.389835 -2.316858  -0.608
O10 -17.252023 15.610449 0.192366  -0.620
O11 -14.795641 27.046830 -5.966739  -0.068
O12 -19.018269 17.583047 -1.878438  -0.039
O13 -15.076875 28.319288 -3.881940  -0.598
O14 -19.491315 15.021702 -7.977704  -0.374
O15 -14.246307 11.825952 -4.265067  -0.627
O16 -14.840779 31.034462 -5.393546  -0.619
O17 -24.684136 19.279108 -5.708097  -0.393
O18 -19.249397 22.600808 -13.080231  -0.659
O19 -22.150513 18.228898 -5.977122  -0.523
O20 -17.423057 18.442165 -12.170321  -0.378
O21 -9.839996 17.128024 -9.748683  -0.621
O22 -16.828547 17.164150 -14.312483  -0.609
O23 -9.677724 22.083321 -11.533926  -0.589
O24 -13.579450 13.417504 -1.371679  -0.492
O25 -15.427449 15.613928 -9.145101  -0.602
O26 -24.489873 21.666604 -6.388164  -0.405
O27 -17.441519 24.330146 -3.152410  -0.733
O28 -16.614259 18.092787 0.430690  -0.606
O29 -18.151014 23.005038 -5.148267  -0.123
O30 -18.377035 21.130380 -11.243393  -0.216
O31 -9.818830 18.885293 -7.916022  -0.515
O32 -16.908489 15.751120 -7.138697  0.103
O33 -11.125812 22.497935 -9.542737  -0.514
O34 -12.658393 18.343780 -9.104871  0.191
O35 -14.754399 14.334027 -3.931467  -0.238
O36 -12.209725 24.880715 -10.934171  -0.375
O37 -18.993668 21.696902 -2.698145  0.313
O38 -17.286644 22.277224 -14.769068  -0.542
O39 -21.261300 20.584065 -6.018720  -0.247
O40 -17.033280 22.215058 -1.179719  -0.618
N1 -22.591949 17.636222 -11.258476  1.035
N2 -22.922311 19.864222 -7.672243  0.669
N3 -17.321538 13.761004 -8.824093  -0.496
N4 -11.126869 16.690701 -7.588926  -0.163
N5 -12.336285 13.593333 -3.766010  -0.296
N6 -16.466585 21.955894 -3.760847  0.295
N7 -19.023864 17.375019 0.840818  -0.439
N8 -16.907329 19.757842 -7.067320  1.131
N9 -9.593158 27.028950 -6.739627  0.258
N10 -20.644247 14.197111 -3.745417  1.083
N11 -14.968760 18.873523 -13.223845  -0.376
N12 -16.601098 22.865148 -12.396702  -0.010
N13 -16.897054 27.690734 -9.625205  1.019
N14 -12.273666 21.216677 -2.614795  0.780
N15 -12.157313 22.698457 -12.145237  0.061
N16 -13.107891 29.104430 -5.538918  0.025
N17 -23.224023 23.410915 -2.281204  0.237
N18 -24.480603 24.398321 -8.992541  0.393
C1 -11.579037 23.457186 -2.495773  -0.602
C2 -24.011444 24.651082 -2.849847  -0.736
C3 -8.240281 27.717966 -6.252201  -0.491
C4 -25.459857 24.549911 -7.814758  -0.436
C5 -24.086956 17.813307 -10.786487  -0.204
C6 -23.001409 15.876474 -9.652118  -0.885
C7 -9.284879 25.673764 -7.454808  -1.115
C8 -10.307630 26.841678 -5.381964  -0.642
C9 -26.844297 24.688020 -8.448343  -0.779
C10 -26.589456 25.219010 -9.934940  -0.666
C11 -22.530590 24.129426 -7.393524  1.775
C12 -21.403034 15.508518 -3.754818  -0.406
C13 -21.054077 24.406770 -7.093978  -1.241
C14 -15.051560 22.788515 -8.873079  -1.132
C15 -15.403831 27.745445 -10.118811  -1.080
C16 -11.760152 27.931954 -9.829763  -1.146
C17 -25.077459 25.373949 -9.991033  -0.570
C18 -12.871786 19.977310 -1.938640  -1.390
C19 -11.586279 22.236255 -1.693794  -0.634
C20 -13.366050 21.974264 -3.210976  -0.236
C21 -19.437067 14.331580 -4.622014  -0.171
C22 -16.508193 21.133568 -7.617591  -0.343
C23 -16.918095 27.202088 -8.129859  0.062
C24 -17.705739 28.984900 -9.972314  -1.049
C25 -24.601354 22.912923 -9.529092  -1.512
C26 -18.428970 13.968634 -2.537374  -0.481
C27 -16.847480 26.758614 -11.885661  0.285
C28 -17.759466 19.655894 -5.770944  0.908
C29 -18.303949 13.564573 -3.990668  -0.400
C30 -22.651668 15.434808 -2.841738  -0.570
C31 -17.453707 26.577805 -10.521108  -0.649
C32 -15.364815 27.267044 -11.623338  -0.454
C33 -18.146756 26.858457 -6.048589  -1.195
C34 -17.686949 19.114977 -8.288403  -0.639
C35 -21.818019 24.331777 -0.505974  -0.738
C36 -23.577742 16.740547 -2.765855  -0.899
C37 -20.010049 14.027049 -2.294728  -0.164
C38 -18.319976 27.284476 -7.533710  -0.382
C39 -21.264015 16.730898 -13.356524  0.154
C40 -22.605464 17.081161 -12.667217  -0.880
C41 -11.326825 20.616806 -3.711773  -0.785
C42 -7.829185 26.880622 -4.974380  -0.834
C43 -23.063690 24.886492 -8.564955  -1.055
C44 -21.511870 12.874081 -3.889828  -1.089
C45 -22.435338 19.932941 -3.184293  0.887
C46 -24.237668 16.735857 -9.681311  -0.302
C47 -9.206965 26.333648 -4.462636  -0.444
C48 -15.997882 17.930949 -5.519190  0.228
C49 -21.098116 24.414991 -1.856419  -0.656
C50 -11.573295 27.124239 -8.430872  0.805
C51 -13.910864 19.172942 -2.789640  1.823
C52 -21.905701 18.986322 -11.104658  -1.075
C53 -21.705046 23.402295 -2.791634  0.350
C54 -15.274441 21.247397 -8.521967  1.545
C55 -12.867117 23.446602 -3.332584  -0.268
C56 -21.887400 16.683988 -10.265172  0.487
C57 -10.295572 27.865166 -7.750963  -1.294
C58 -23.049378 23.521943 -0.765372  -0.462
C59 -14.134183 17.826821 -2.127078  -1.271
C60 -17.486100 18.260152 -5.122234  0.703
C61 -15.647011 18.823373 -6.781843  0.764
C62 -21.266897 15.732794 -14.470208  -1.585
C63 -23.265216 20.763226 -2.168057  -0.748
C64 -23.886722 22.068911 -2.790537  -0.308
H1 -17.336338 13.898648 -4.365121  0.207
H2 -17.874578 29.157769 -11.035195  0.359
H3 -10.950061 27.669565 -10.510205  0.393
H4 -18.784712 19.999774 -5.907795  0.036
H5 -23.990818 20.124829 -1.664003  0.469
H6 -15.210119 23.594881 -8.157023  0.017
H7 -20.629778 16.183730 -12.659064  -0.116
H8 -21.238307 25.440639 -2.197748  0.338
H9 -17.480099 18.324959 -4.034180  0.036
H10 -23.746616 17.375716 -3.635428  0.046
H11 -24.229032 17.236694 -8.713228  -0.081
H12 -20.881115 18.782396 -11.415687  0.673
H13 -20.368153 15.116926 -14.437484  0.389
H14 -23.444390 25.446177 -2.365738  0.443
H15 -16.518241 26.223002 -7.866008  0.202
H16 -16.867302 25.798281 -12.400903  -0.526
H17 -18.620884 19.670821 -8.371526  -0.122
H18 -24.177903 24.719499 -3.924885  -0.056
H19 -15.547788 20.760110 -9.457883  -0.623
H20 -13.105357 17.470671 -2.074345  0.502
H21 -11.761979 19.848073 -4.350347  0.229
H22 -21.430282 23.706943 -3.801482  -0.015
H23 -9.291668 26.516695 -3.391459  0.534
H24 -21.682150 20.531712 -3.696415  -0.217
H25 -25.187678 16.273056 -9.948536  0.429
H26 -15.050174 26.901787 -9.526130  0.281
H27 -27.337371 23.715920 -8.446634  0.342
H28 -20.487790 13.203166 -1.764560  0.368
H29 -25.629055 22.799200 -9.874065  0.463
H30 -20.899605 25.478529 -6.969116  0.346
H31 -22.991958 17.362438 -2.088943  0.103
H32 -22.564939 19.614966 -11.703254  0.344
H33 -14.630408 26.463299 -11.675592  0.113
H34 -11.458796 28.948063 -9.575167  0.616
H35 -12.389893 27.308525 -7.732795  -0.310
H36 -14.593436 18.004699 -1.154692  0.123
H37 -14.026486 22.938344 -9.211992  0.241
H38 -22.231203 25.291909 -0.196923  0.344
H39 -12.780836 27.847546 -10.202807  -0.266
H40 -16.257926 21.748938 -6.753428  -1.111
H41 -14.370997 20.809621 -8.097426  0.106
H42 -17.361898 20.341213 -5.022363  -0.530
H43 -15.357125 18.335623 -7.712529  0.128
H44 -22.030624 19.393444 -10.101302  -0.026
H45 -17.861422 18.100831 -7.928994  0.296
H46 -19.388696 15.341499 -5.029207  -0.565
H47 -23.135546 17.834594 -13.249827  0.373
H48 -15.737957 22.969044 -9.700351  0.153
H49 -17.355779 27.329870 -5.465296  0.254
H50 -20.362113 23.865933 -7.739556  0.431
H51 -23.277821 16.238858 -12.504239  0.498
H52 -18.763287 28.928351 -9.714416  0.351
H53 -14.948815 28.674423 -9.775213  0.923
H54 -25.011478 24.469258 -2.456191  0.407
H55 -20.667838 24.041755 -6.142309  -0.025
H56 -21.066904 16.166471 -10.762222  -0.182
H57 -27.130988 26.164969 -9.938730  0.345
H58 -11.039863 21.446242 -4.358145  0.390
H59 -18.638642 28.313014 -7.703029  0.381
H60 -14.223998 21.898529 -2.542932  0.043
H61 -11.606039 26.036944 -8.500238  0.215
H62 -17.365160 27.486998 -12.509809  0.487
H63 -15.090309 19.695003 -6.437692  0.011
H64 -12.526573 23.311223 -4.359130  0.248
H65 -23.837006 22.143462 -3.876851  0.198
H66 -17.160742 29.784956 -9.471336  0.312
H67 -20.251547 14.805533 -1.571035  0.095
H68 -8.493105 28.735931 -5.955673  0.404
H69 -13.202679 20.129531 -0.911296  0.353
H70 -24.720009 26.371000 -9.733671  0.353
H71 -14.852462 19.721904 -2.778695  -0.358
H72 -15.754162 16.870499 -5.583576  0.360
H73 -10.620101 21.992198 -1.252171  0.408
H74 -10.520558 28.831941 -7.300602  0.510
H75 -23.135859 19.482504 -3.887478  -0.142
H76 -19.069204 26.698035 -8.065539  0.273
H77 -22.537728 24.548377 -9.457788  0.462
H78 -9.216524 25.243733 -4.472263  0.198
H79 -24.504011 16.663042 -2.196548  0.398
H80 -20.997065 11.913821 -3.920880  0.282
H81 -8.807736 25.995442 -8.380521  0.246
H82 -24.359935 22.243007 -8.703847  0.647
H83 -18.000557 13.199294 -1.894970  0.514
H84 -23.239957 14.904184 -10.083235  0.363
H85 -10.229859 25.130549 -7.460631  0.552
H86 -11.288267 26.366917 -5.414497  0.518
H87 -17.322527 25.527958 -10.258972  0.029
H88 -21.356887 23.839459 0.350225  0.389
H89 -11.641682 24.349490 -1.872894  0.468
H90 -24.619462 25.165909 -10.958013  0.517
H91 -21.809729 19.138232 -2.777885  -0.840
H92 -22.545504 20.979202 -1.378460  0.462
H93 -23.023922 25.960002 -8.380351  0.305
H94 -23.110523 24.319524 -6.490388  -0.439
H95 -11.988071 19.349826 -1.822832  0.563
H96 -26.910836 24.624984 -10.790479  0.336
H97 -13.583941 18.974092 -3.810276  -0.505
H98 -18.535956 26.704132 -10.550883  0.429
H99 -9.476590 28.096062 -8.432186  0.465
H100 -13.487518 24.336302 -3.224643  0.502
H101 -21.622243 17.302888 -9.407995  -0.541
H102 -23.941330 22.825738 -10.392151  0.346
H103 -18.248684 17.495067 -5.267913  -1.046
H104 -19.745135 14.035230 -5.624690  0.481
H105 -10.428653 20.134350 -3.326256  0.300
H106 -23.963694 23.917792 -0.323284  0.480
H107 -22.889993 15.675215 -8.586671  0.440
H108 -20.848668 16.387143 -3.424983  -0.079
H109 -27.632657 25.270811 -7.971957  0.463
H110 -24.795391 17.915940 -11.608487  0.476
H111 -12.421445 22.270176 -0.994188  0.330
H112 -7.444733 27.805276 -6.992199  0.422
H113 -10.653842 23.528020 -3.067691  0.081
H114 -23.076692 22.504100 -0.376328  0.287
H115 -20.047781 24.131777 -1.924805  0.322
H116 -20.798747 17.658921 -13.688796  0.415
H117 -23.294247 14.662345 -3.264206  0.392
H118 -24.908065 22.296659 -2.485428  0.569
H119 -24.250911 18.698216 -10.171540  -0.057
H120 -21.773522 15.507807 -4.779921  0.583
H121 -22.022324 12.976570 -4.847443  0.292
H122 -15.126216 28.154465 -12.209562  0.371
H123 -25.219345 25.516517 -7.372115  0.426
H124 -18.482609 12.498394 -4.130082  0.381
H125 -17.042064 19.112049 -9.167164  0.120
H126 -16.278538 27.896865 -7.585481  -0.339
H127 -17.892345 25.798675 -6.033038  0.093
H128 -22.060251 15.017479 -14.253364  0.393
H129 -17.896393 14.874575 -2.247999  -0.139
H130 -22.225512 12.883382 -3.065981  0.470
H131 -21.299080 22.411956 -2.585421  -0.278
H132 -21.554200 16.194379 -15.414920  0.386
H133 -17.438364 21.626940 -7.899465  0.888
H134 -14.775369 17.239869 -2.784700  0.193
H135 -22.302443 15.279496 -1.820938  0.344
H136 -13.840757 21.579303 -4.109178  -0.139
H137 -15.451599 18.209510 -4.618036  -1.217
H138 -19.123097 27.079375 -5.617269  0.492
H139 -8.507370 25.194767 -6.859715  0.507
H140 -7.347362 27.554193 -4.265687  0.316
H141 -25.230416 23.894608 -6.974499  0.232
H142 -7.056549 26.122925 -5.104886  0.362
H143 -22.743568 23.065523 -7.497620  -0.558
H144 -10.554728 27.872844 -5.129481  0.259

Forces on the atoms, in the same order (eV/Å):
K 0.074 -0.756 0.032
K -0.262 -0.181 -0.387
S -3.253 -1.648 -0.855
S -0.115 -4.235 4.367
S 1.500 -0.996 -10.409
S -3.689 6.969 -3.270
S -5.913 -3.456 -7.954
S -2.799 -1.740 3.490
S -6.601 -0.730 0.763
S 9.229 -0.629 4.520
S -2.263 1.969 1.370
S 4.806 -5.944 2.662
S -2.015 -3.536 0.584
S -4.837 4.284 -1.291
S 8.148 -4.311 12.668
S 4.184 -6.969 3.124
S 10.066 -0.559 -6.261
S 5.696 -1.850 2.248
S -3.542 2.469 -3.630
S 16.087 -5.829 9.236
S -4.168 8.148 -5.213
S 0.701 12.335 -2.153
F 1.366 0.428 -1.053
F 0.263 0.091 -0.613
F -1.959 -0.444 0.002
F -0.208 -0.041 -0.210
F -0.339 -0.683 0.246
F -0.383 -1.494 -0.167
F 0.748 -0.068 1.398
F -0.071 -0.546 0.858
F 0.891 0.943 0.053
F 0.384 0.690 -0.297
F -1.023 1.920 -1.162
F 1.006 0.555 -1.546
F 0.741 0.029 0.298
F -0.500 -0.368 -0.268
F 0.435 0.260 -0.280
F 0.981 0.677 0.528
F 0.209 -0.142 0.029
F 0.880 0.714 0.545
F -0.407 -1.144 0.503
F 0.515 0.527 0.245
O -1.540 -2.143 0.895
O -0.025 0.396 0.610
O 0.973 -1.004 2.584
O -0.949 0.004 1.916
O 1.515 -2.986 0.778
O -0.916 3.320 -0.443
O 0.604 -1.035 -2.719
O 0.216 -2.441 -2.491
O -0.713 4.333 0.036
O -1.214 2.293 -0.786
O 0.602 1.739 -0.426
O 1.331 -0.072 -0.062
O 1.078 0.853 -2.434
O 1.106 -0.139 -1.005
O 1.467 5.525 1.115
O 1.604 -2.537 -0.568
O 0.885 0.055 -0.153
O 2.302 0.164 2.602
O -1.748 1.692 0.744
O 1.295 -1.175 -1.493
O -1.536 1.610 3.783
O 0.815 2.906 2.503
O -2.533 1.404 0.473
O -0.761 0.635 -0.621
O -2.362 -0.476 0.609
O 1.361 -4.433 -1.516
O 0.477 -2.890 -1.376
O -2.178 -1.865 -2.496
O 0.670 0.716 0.730
O 1.220 4.049 -1.841
O -1.231 -1.653 -0.222
O -0.466 -0.127 -1.586
O -0.851 1.235 -2.832
O 1.894 -0.541 4.206
O 0.294 -0.579 0.826
O 0.074 -1.459 -1.237
O 4.437 0.262 0.050
O 0.059 1.878 2.407
O -2.407 -1.122 -0.576
O -0.389 -0.507 -2.352
N -0.127 1.148 1.459
N -11.394 4.123 -5.835
N -1.941 3.567 -0.326
N -4.372 1.528 0.880
N 0.714 -0.908 4.577
N -0.569 -2.921 4.402
N -4.231 2.897 -4.073
N -0.863 -2.071 -2.044
N 1.442 -0.827 0.690
N 0.914 -0.797 3.833
N -5.659 1.472 -7.127
N -3.752 -0.876 3.372
N -0.055 -1.704 -1.095
N 1.343 -2.973 -1.303
N 1.339 -5.145 2.494
N -1.053 -3.509 1.555
N 1.083 -0.893 -2.917
N -1.285 0.138 1.334
C -0.140 2.090 -0.217
C 0.549 -1.949 1.818
C -0.522 -1.345 0.896
C 0.296 1.680 0.101
C 1.485 -0.170 1.482
C -1.127 -1.902 0.018
C 0.629 1.599 1.633
C 0.717 1.753 -0.418
C -0.608 -1.730 -1.300
C 0.036 0.133 1.443
C 0.055 -1.055 1.351
C -2.638 -0.867 -0.151
C 0.124 -0.224 0.495
C -0.060 -1.212 -0.580
C -1.243 -1.392 0.317
C 0.934 -0.800 2.343
C 0.779 -0.010 -0.423
C 0.873 -1.186 -0.535
C -1.690 -1.325 0.414
C -2.572 1.966 0.919
C -1.170 -0.486 -2.645
C 0.380 0.508 2.761
C -1.026 1.886 -0.111
C 0.565 -0.794 0.751
C 0.483 1.865 0.348
C -1.382 -1.175 1.042
C 1.420 0.351 -0.257
C 0.906 -0.010 0.535
C -0.037 1.280 0.014
C -1.309 0.951 -0.926
C -1.119 0.500 -0.585
C -1.336 0.883 1.512
C -0.969 0.131 -0.883
C 0.469 -0.117 2.277
C -0.542 -0.207 0.436
C 1.928 0.248 0.967
C 1.592 0.446 0.187
C 1.384 0.609 0.115
C 0.355 0.363 1.635
C -0.169 -0.026 -0.209
C 0.012 1.058 -0.093
C -0.933 0.910 -0.616
C -0.415 -1.896 -1.176
C -0.152 2.003 -0.962
C -0.454 0.328 -0.201
C -0.854 0.898 -1.178
C 0.788 -1.161 0.342
C -0.725 0.475 -0.268
C 0.796 -0.039 0.162
C 0.631 2.481 -0.348
C -0.039 1.196 0.714
C -1.081 -0.844 -0.946
C -0.924 0.724 1.657
C -1.161 1.221 -0.405
C 1.507 -1.933 -1.794
C -1.380 0.418 0.538
C -0.621 -1.127 -0.437
C -1.872 -1.217 -0.875
C 0.387 1.005 -0.228
C 0.328 0.071 -0.418
C -1.591 1.552 1.858
C -1.750 -0.652 -0.392
C 1.095 0.049 -0.493
C 0.222 0.921 1.547
H -0.035 -0.423 -0.328
H 1.331 -0.334 -0.247
H -0.557 -0.718 -0.343
H -0.016 -0.444 -0.483
H -0.402 0.235 -0.292
H -0.275 -0.528 0.687
H 0.245 0.849 0.576
H 0.325 -0.091 -0.398
H -0.209 0.554 0.014
H 0.121 -0.669 -0.418
H -0.800 0.148 -0.145
H 0.037 0.936 -0.046
H 0.170 0.559 -0.630
H -0.703 0.511 -0.529
H 0.342 -0.269 -1.409
H 0.080 0.333 -0.159
H 0.189 -0.086 -0.293
H 1.014 -0.317 -0.027
H 0.649 -0.229 -0.149
H -0.271 -1.086 0.461
H -0.783 0.357 0.215
H -1.122 -0.317 -0.363
H -0.598 0.611 -0.182
H -0.370 0.276 -0.204
H 0.110 -0.618 0.902
H 0.665 0.304 0.100
H 0.167 -0.300 -0.357
H 0.448 -0.659 -0.689
H 0.089 -0.023 0.256
H 0.353 0.134 -0.718
H 0.033 0.472 -0.062
H 0.918 0.442 -0.662
H 0.054 0.251 -0.384
H -0.816 0.426 -0.026
H -0.306 0.489 -0.193
H 0.051 -0.609 0.086
H 0.019 -0.118 -0.253
H 0.810 0.292 0.139
H 0.497 0.038 -0.235
H 0.115 -0.196 0.559
H -0.232 -0.072 0.001
H 0.338 0.319 -0.673
H 0.179 0.118 0.236
H 0.411 -0.658 0.179
H -0.239 -0.139 -0.442
H 0.903 0.776 1.526
H -0.130 -0.055 -0.095
H 0.102 0.375 -0.178
H -0.121 0.483 -0.387
H -0.072 0.662 -0.684
H 0.151 -0.387 -0.606
H 0.292 -0.336 1.054
H -0.071 -0.042 -0.266
H 0.034 0.633 0.405
H -0.733 -0.391 0.384
H -0.032 0.198 0.408
H 0.416 0.112 -0.613
H 0.072 -0.075 0.019
H -0.179 0.151 0.755
H 0.176 0.091 0.513
H 0.811 0.186 -0.567
H -0.091 -0.085 0.063
H 1.488 -0.936 -0.186
H -0.028 1.402 -0.445
H 0.174 -0.289 0.025
H -0.363 0.144 -0.154
H -0.061 0.814 -0.801
H -0.322 -0.116 -0.023
H -0.392 0.730 -0.216
H -0.166 -0.069 0.330
H 0.020 0.093 -0.389
H -0.422 0.127 -0.720
H -0.336 -0.729 -0.149
H -0.614 -0.157 0.162
H 0.383 0.062 -0.191
H 0.166 -0.527 0.108
H 0.712 0.752 -0.013
H 0.216 -0.170 -0.341
H -0.118 -0.858 -0.326
H 0.830 0.627 0.253
H -0.621 -0.577 -0.313
H -0.037 0.135 -0.242
H -0.061 -0.016 0.095
H 0.486 -0.021 -0.439
H 0.569 -0.143 -0.528
H 0.479 -0.621 -0.365
H 0.705 0.385 1.116
H 0.690 0.382 -0.245
H 0.422 -0.114 0.294
H -0.195 -0.155 -0.083
H -0.444 0.004 0.605
H -0.099 0.451 0.119
H -0.465 -0.028 -0.459
H -0.104 0.570 0.116
H 0.017 -0.255 0.124
H -0.390 -0.280 0.508
H 0.125 0.510 -0.100
H -0.081 0.073 0.070
H -0.346 -0.206 -0.664
H -0.397 -0.674 0.084
H 0.991 0.228 -0.523
H 0.156 -0.055 0.218
H 0.220 -0.083 -0.941
H -0.018 -1.394 -0.140
H -0.105 0.468 0.723
H -0.094 0.465 -0.336
H 0.906 -0.163 -0.165
H 0.844 -0.477 -0.524
H 0.807 0.527 0.444
H 0.358 -0.793 -0.189
H 0.622 0.435 0.908
H -0.469 -0.485 -0.435
H -0.118 0.092 -0.261
H 0.658 0.024 -0.226
H 0.332 0.592 0.716
H 0.305 -0.058 0.321
H 0.087 -0.387 0.626
H -0.288 -0.803 -0.063
H 0.841 0.710 -0.684
H 0.243 0.974 -0.171
H -0.191 0.015 0.053
H 0.169 -0.519 -0.457
H 0.271 0.353 -0.224
H 0.335 -0.002 -0.060
H -0.114 0.125 0.016
H -0.056 0.157 -0.214
H -0.440 -0.168 0.194
H -0.208 -0.274 -0.094
H -0.446 0.233 -0.316
H 0.174 -0.019 -0.219
H -0.226 0.027 -0.050
H 0.587 -0.299 -0.248
H 0.096 -0.286 -0.898
H 0.156 -0.368 0.376
H -0.409 -0.503 -0.021
H 0.930 -0.259 -0.246
H 0.441 0.687 -0.473
H 0.163 -0.456 0.658
H -0.291 -0.280 0.022
H -0.379 0.198 0.098
H -0.477 -0.821 -0.689
H -0.393 -0.219 -0.590
H 0.460 -0.173 -0.322
H -0.070 0.121 0.168